{
  "formula": "C19H23NO4S",
  "method": "ωB97M-V/def2-TZVPD",
  "symbols": ["C", "N", "C", "C", "C", "C", "C", "C", "O", "S", "O", "O", "C", "C", "C", "C", "C", "C", "C", "C", "C", "O", "C", "C", "C", "H", "H", "H", "H", "H", "H", "H", "H", "H", "H", "H", "H", "H", "H", "H", "H", "H", "H", "H", "H", "H", "H", "H"],
  "xyz": [[-2.8350, 1.9232, -4.1824], [-1.8286, 0.8654, -4.3912], [-1.0962, 0.2090, -3.4151], [-0.6574, 0.7240, -2.1928], [0.1395, -0.0371, -1.3147], [0.5156, -1.3491, -1.7471], [0.0359, -1.8642, -2.9685], [-0.7254, -1.0934, -3.8107], [-1.2051, -1.5161, -5.0203], [-2.1944, -0.3070, -5.6048], [-1.8384, 0.1667, -6.9572], [-3.5992, -0.7256, -5.4599], [1.3996, -2.2586, -0.9307], [2.0222, -1.5465, 0.2668], [0.9542, -0.6599, 0.9644], [0.5835, 0.5313, 0.0536], [-0.4279, 1.4986, 0.6994], [-0.0999, 1.8813, 2.1470], [0.2777, 0.6940, 3.0488], [-1.0616, -0.0576, 3.3435], [0.8524, 0.9650, 4.4444], [0.4817, 1.8742, 5.1904], [1.9227, -0.0593, 4.7462], [2.0065, -0.9472, 3.4672], [1.4235, -0.0752, 2.3485], [-3.0171, 2.4274, -5.1516], [-2.4440, 2.6573, -3.4831], [-3.7426, 1.4745, -3.7983], [-0.9526, 1.7195, -1.9644], [0.2618, -2.8849, -3.2377], [2.1812, -2.7276, -1.5391], [0.8556, -3.1433, -0.5681], [2.3887, -2.2889, 0.9865], [2.9412, -1.0020, -0.0062], [0.0377, -1.2717, 1.0954], [1.4676, 1.1432, -0.1183], [-0.4649, 2.4320, 0.1109], [-1.3992, 1.0222, 0.5969], [-0.9178, 2.4515, 2.5811], [0.7334, 2.6013, 2.1482], [-1.7966, 0.5612, 3.8723], [-1.4479, -0.4257, 2.3967], [-0.8607, -0.9423, 3.9484], [1.6663, -0.6482, 5.6274], [2.8752, 0.4482, 4.9012], [3.0397, -1.2495, 3.3063], [1.3715, -1.8251, 3.5148], [2.1772, 0.6351, 2.0558]],
  "lowdin_charge": [-0.034, -0.178, -0.211, 0.049, -0.083, -0.142, 0.048, -0.254, -0.084, 0.790, -0.271, -0.277, -0.153, -0.143, -0.212, -0.219, -0.143, -0.125, -0.376, 0.008, -0.330, 0.084, -0.072, -0.131, -0.214, 0.106, 0.086, 0.089, 0.097, 0.132, 0.119, 0.125, 0.110, 0.129, 0.157, 0.152, 0.118, 0.116, 0.119, 0.129, 0.102, 0.074, 0.088, 0.125, 0.127, 0.111, 0.113, 0.147],
  "orbital_gap_ev": 9.0,
  "e_tot_ev": -40591.1331,
  "fmax_ev_per_a": 3.5,
  "smiles": "CN1c2cc3c(cc2OS1(=O)=O)CC[C@@H]1[C@@H]3CC[C@]2(C)C(=O)CC[C@@H]12"
}